{
  "formula": "C14H42B2F8O7S7Y",
  "method": "ωB97M-V/def2-TZVPD",
  "total_charge": 1,
  "gap_ha": 0.102,
  "de_lowest_kj_mol": 2066.61,
  "total_energy_ev": -129502.929,
  "lumo_energy_ev": -8.13,
  "species": ["Y", "S", "S", "S", "S", "S", "S", "S", "F", "F", "F", "F", "F", "F", "F", "F", "O", "O", "O", "O", "O", "O", "O", "C", "C", "C", "C", "C", "C", "C", "C", "C", "C", "C", "C", "C", "C", "B", "B", "H", "H", "H", "H", "H", "H", "H", "H", "H", "H", "H", "H", "H", "H", "H", "H", "H", "H", "H", "H", "H", "H", "H", "H", "H", "H", "H", "H", "H", "H", "H", "H", "H", "H", "H", "H", "H", "H", "H", "H", "H", "H"],
  "xyz": [[0.012, -0.227, -0.501], [1.405, 5.180, -1.682], [3.549, 1.158, 3.574], [-6.077, -1.058, -0.953], [5.420, 0.473, -2.568], [-3.482, 3.246, 2.470], [-1.705, -5.017, -3.435], [-2.039, -3.163, 4.075], [2.656, -5.553, 0.109], [4.298, -4.153, -0.004], [-0.861, 2.035, -5.299], [0.065, 0.520, -4.049], [2.926, -4.159, -1.777], [2.360, -3.404, 0.334], [-1.872, -0.103, -4.915], [-1.746, 1.383, -3.298], [-1.634, -2.250, 2.858], [-4.637, -0.727, -0.812], [4.235, 0.034, -1.786], [2.185, 0.642, 3.067], [1.325, 3.775, -1.159], [-2.222, 2.656, 1.814], [-1.053, -4.003, -2.414], [-6.809, 0.597, -1.438], [-0.604, -5.342, -4.886], [6.252, -0.876, -3.424], [-6.564, -1.665, -2.610], [-2.806, 4.097, 4.030], [-1.696, -6.654, -2.598], [2.695, 5.239, -2.989], [4.500, -0.380, 4.143], [2.223, 6.132, -0.351], [-1.321, -2.086, 5.424], [3.245, 2.096, 5.116], [-3.845, 4.755, 1.545], [6.743, 0.839, -1.302], [-3.831, -2.927, 4.347], [-1.103, 0.980, -4.517], [3.055, -4.353, -0.330], [-0.870, -6.658, -1.888], [0.220, -6.009, -4.634], [-4.663, 5.088, 2.184], [-2.093, 3.435, 4.521], [-1.172, -5.895, -5.635], [2.272, 2.587, 5.133], [-3.586, 4.301, 4.764], [4.857, -0.951, 3.286], [2.605, 4.369, -3.640], [1.464, 6.243, 0.423], [3.865, -1.152, 4.580], [2.758, 6.207, -3.487], [3.141, 5.685, 0.031], [6.422, 1.645, -0.643], [5.367, -0.184, 4.774], [7.255, -0.753, -3.833], [-2.935, 5.354, 1.569], [-6.920, 1.151, -0.506], [-4.083, -1.868, 4.306], [-6.231, 1.235, -2.106], [3.158, 1.346, 5.902], [-6.289, -2.708, -2.771], [-7.855, 0.436, -1.702], [5.531, -1.019, -4.229], [-2.156, 4.942, 3.804], [-1.548, -1.084, 5.059], [-0.401, -4.336, -5.252], [-2.580, -6.631, -1.961], [7.578, 1.273, -1.851], [3.954, 2.919, 5.196], [-5.931, -1.180, -3.352], [-1.843, -7.519, -3.246], [-3.931, 4.518, 0.485], [6.271, -1.827, -2.890], [-7.640, -1.577, -2.760], [7.108, -0.049, -0.785], [-1.645, -2.232, 6.455], [-4.191, -3.438, 5.240], [2.366, 7.172, -0.644], [3.697, 4.968, -2.658], [-4.337, -3.447, 3.533], [-0.231, -2.096, 5.423]],
  "atomic_forces_ev_per_a": [[0.0332, -0.0221, -1.1754], [0.6338, 0.0991, -0.0223], [-0.6794, -1.1487, -0.8250], [-1.2292, 2.1100, -1.1269], [1.7120, 1.2879, 1.1663], [2.7458, -0.0926, 0.1439], [0.9050, 0.8968, 1.2568], [1.2996, 2.3305, -1.0221], [-1.2185, -2.3308, 0.0255], [4.7992, 0.5415, 0.6919], [-0.4861, 0.8679, -1.3778], [3.9568, -1.8811, 1.5841], [-0.5412, -0.1952, 0.7693], [-3.1141, 3.2667, 1.1231], [-0.2124, -0.0043, -1.2166], [-0.7481, 0.7938, 1.8399], [-0.9527, -1.5391, 1.5103], [0.6297, -0.6958, -0.2355], [-0.3589, -0.6656, -0.0336], [1.1886, 0.4018, 0.4914], [0.1376, -0.1559, -0.0629], [-1.1196, 0.1790, 0.4695], [-0.7786, -1.9702, -1.9637], [-0.8085, -0.2733, 1.9037], [-0.5274, -0.0719, 0.7582], [-0.9967, -1.1648, -0.1986], [1.3944, -1.1079, -0.3559], [0.1486, -0.6305, -0.3938], [-0.6434, 0.8853, 0.7410], [0.8722, -0.8183, 0.5040], [-0.4969, -0.0773, -0.1624], [-0.5484, 0.4192, -0.2274], [-0.2538, 0.2266, -0.3687], [-0.5954, -0.7230, 0.0239], [1.1343, -0.7467, 0.7047], [-0.0194, 0.2331, -0.9551], [0.2388, -0.0491, -0.3419], [-1.9887, -0.4298, 1.0203], [-0.5118, -0.4663, -2.7034], [0.4078, -0.2847, -0.5179], [0.3617, 0.6907, 0.2465], [-0.3190, 0.8653, -0.9434], [-0.3351, -0.6863, -0.2755], [-0.4828, 0.2234, 0.1182], [-0.1777, -0.2303, -0.7984], [-0.1149, 0.2729, -0.3242], [0.0684, 0.7685, -0.6063], [-1.1665, 0.3676, -0.4652], [0.0355, -0.5320, 0.1705], [-0.5090, 0.6081, 0.5692], [-0.4324, -0.1862, -0.0702], [-0.1427, -0.1357, -0.2031], [-0.3968, -0.3701, 0.1123], [-0.2363, 0.4398, 0.0618], [-0.1589, 0.8690, 0.1437], [-0.2115, 0.3224, 0.4933], [0.3590, 0.0693, 0.2161], [0.0649, -0.0668, 0.1786], [0.1320, -0.7353, -0.3248], [0.6566, 0.4010, 0.3927], [-0.1312, -0.2664, 0.5367], [0.1636, -0.0017, -0.6010], [0.2831, -0.2316, -0.3719], [-0.5969, 0.3442, -0.4005], [-0.4137, 0.0228, 0.1544], [0.5331, -0.2688, -0.0372], [-0.1557, 0.1514, -0.0324], [0.0870, -0.1396, -0.2611], [0.4500, -0.5923, 0.3319], [-0.4164, 0.6308, -0.0482], [0.5666, 0.2739, -0.2576], [-1.0480, -0.1717, 0.2443], [-0.2124, 0.1780, 0.5294], [0.2113, 0.3050, 0.0905], [-0.4159, -0.0059, 0.0660], [-0.3752, -0.2732, -0.2319], [0.3866, 0.2512, 0.2847], [0.3444, -0.0861, -0.4843], [0.1243, 0.5256, 0.9841], [0.2423, 0.1188, -0.2613], [-0.0289, -0.7140, -0.3672]],
  "lowdin_charge": [2.416, 0.836, 0.854, 0.837, 0.822, 0.849, 0.904, 0.881, 0.174, 0.208, 0.204, 0.135, 0.013, 0.119, 0.123, 0.027, -0.651, -0.600, -0.581, -0.637, -0.613, -0.642, -0.563, -0.249, -0.222, -0.263, -0.277, -0.223, -0.234, -0.248, -0.218, -0.258, -0.237, -0.249, -0.260, -0.237, -0.259, -1.395, -1.476, 0.065, 0.065, 0.054, 0.041, 0.054, 0.051, 0.048, 0.048, 0.054, 0.040, 0.053, 0.057, 0.059, 0.041, 0.053, 0.066, 0.052, 0.032, 0.056, 0.067, 0.052, 0.042, 0.044, 0.042, 0.050, 0.039, 0.055, 0.041, 0.043, 0.052, 0.062, 0.064, 0.062, 0.067, 0.055, 0.058, 0.053, 0.057, 0.053, 0.050, 0.048, 0.046]
}

---

{
  "formula": "CHF3NOS",
  "method": "ωB97M-V/def2-TZVPD",
  "total_charge": -1,
  "gap_ha": 0.278,
  "total_energy_ev": -23577.647,
  "lumo_energy_ev": 3.98,
  "species": ["S", "F", "F", "F", "O", "N", "C", "H"],
  "xyz": [[0.072, 0.620, 0.882], [2.515, 1.012, -0.130], [1.136, 0.209, -1.578], [1.960, -1.054, -0.012], [-2.509, -1.255, 0.658], [-2.053, -0.300, 0.022], [1.443, 0.219, -0.223], [-2.563, 0.549, 0.380]],
  "atomic_forces_ev_per_a": [[1.3504, 0.2917, -0.3169], [0.4516, 0.6508, 0.1593], [-0.0271, 0.1164, 0.6548], [-0.2378, 0.3899, -0.0424], [0.4808, 0.4272, -0.2832], [-1.3600, -1.0943, -0.2126], [-1.3123, -1.0769, -0.0184], [0.6543, 0.2953, 0.0594]],
  "lowdin_charge": [0.511, 0.012, -0.021, -0.034, -0.224, -0.222, -1.031, 0.009]
}

---

{
  "formula": "C2H4S2",
  "method": "ωB97M-V/def2-TZVPD",
  "smiles": "CSC=S",
  "gap_ha": 0.312,
  "de_lowest_kj_mol": 53.34,
  "total_energy_ev": -23808.325,
  "lumo_energy_ev": -0.30,
  "species": ["S", "S", "C", "C", "H", "H", "H", "H"],
  "xyz": [[0.004, -1.253, 0.002], [-2.954, -0.524, 0.008], [-1.379, -0.108, 0.018], [1.206, 0.046, 0.018], [-1.106, 0.954, -0.107], [1.091, 0.549, 0.939], [1.020, 0.756, -0.721], [2.120, -0.419, -0.156]],
  "atomic_forces_ev_per_a": [[-1.9796, 0.9311, -0.0955], [0.8269, 0.1500, 0.1761], [-0.4711, -1.0242, -0.5626], [-0.7324, -0.4566, 0.5192], [0.1401, -0.5462, 0.2689], [0.6154, 0.4124, 1.1794], [-0.2683, 0.9600, -1.5669], [1.8691, -0.4265, 0.0814]],
  "lowdin_charge": [0.805, 0.579, -1.041, -0.428, 0.017, 0.031, 0.020, 0.015]
}

---

{
  "formula": "C3H6N2OS",
  "method": "ωB97M-V/def2-TZVPD",
  "smiles": "C=NSC(=O)NC",
  "gap_ha": 0.365,
  "de_lowest_kj_mol": 166.98,
  "total_energy_ev": -19070.436,
  "lumo_energy_ev": 0.63,
  "species": ["S", "O", "N", "N", "C", "C", "C", "H", "H", "H", "H", "H", "H"],
  "xyz": [[-1.535, 0.777, -0.874], [0.710, 1.984, -1.218], [-1.721, -0.646, 0.084], [0.957, 0.062, -0.122], [0.239, 0.999, -0.720], [2.380, 0.224, 0.163], [-2.891, -1.024, 0.496], [3.061, -0.513, -0.359], [2.607, 1.217, -0.209], [-3.826, -0.518, 0.343], [2.503, 0.188, 1.267], [0.406, -0.750, 0.069], [-2.890, -2.000, 1.082]],
  "atomic_forces_ev_per_a": [[-0.2921, -0.5850, 0.6163], [-0.1060, 1.3663, -0.4912], [-1.7500, -0.1559, 0.2545], [-0.0655, -1.0211, 0.2025], [0.3614, 0.2030, -0.5554], [-0.0275, -0.4663, 0.1350], [2.5242, -1.0568, 0.2052], [-1.0021, 0.6434, 0.6123], [0.3094, 0.0867, 0.1232], [-0.3335, 0.3403, -0.2231], [0.2744, -0.0524, -0.7587], [0.2507, -0.6744, 0.6276], [-0.1434, 1.3722, -0.7482]],
  "lowdin_charge": [0.975, -0.014, -0.382, -0.038, -0.850, -0.051, -0.129, 0.100, 0.073, 0.053, 0.090, 0.086, 0.088]
}

---

{
  "formula": "C7H19IO2Pt",
  "method": "ωB97M-V/def2-TZVPD",
  "total_charge": 2,
  "gap_ha": [0.361, 0.198],
  "de_lowest_kj_mol": 142.45,
  "total_energy_ev": -22983.102,
  "spin_multiplicity": 5,
  "lumo_energy_ev": [-6.31, -12.02],
  "species": ["Pt", "I", "O", "O", "C", "C", "C", "C", "C", "C", "C", "H", "H", "H", "H", "H", "H", "H", "H", "H", "H", "H", "H", "H", "H", "H", "H", "H", "H", "H"],
  "xyz": [[-0.183, -0.250, -1.002], [-0.651, -2.842, -0.633], [0.773, -0.427, 1.201], [-1.678, 0.234, 1.274], [0.074, -1.168, 2.217], [2.160, -0.721, 1.279], [-0.672, 1.741, -1.135], [-1.414, -0.923, 2.068], [-1.408, 1.445, 1.997], [0.879, 0.647, -3.190], [0.287, -0.766, -2.782], [-1.862, -0.821, 3.069], [0.415, -0.806, 3.196], [-1.157, 1.265, 3.057], [1.351, 1.229, -2.379], [1.018, -1.221, -1.985], [-0.993, 1.973, -2.164], [2.537, -0.445, 2.274], [2.670, -0.131, 0.509], [-1.856, -1.774, 1.536], [-0.594, 1.998, 1.507], [0.125, 1.241, -3.721], [0.279, -2.241, 2.119], [-0.860, -0.642, -2.608], [0.293, -1.582, -3.500], [-2.332, 2.033, 1.927], [1.670, 0.419, -3.915], [0.240, 2.313, -0.892], [2.355, -1.792, 1.106], [-1.468, 2.013, -0.428]],
  "atomic_forces_ev_per_a": [[-0.3675, 0.2869, 7.1554], [-0.8638, -1.3564, 0.6119], [-0.3434, -0.2478, -0.1580], [0.2580, -0.8490, 0.3172], [0.0636, 0.4233, 0.3211], [1.1046, -0.0636, -0.1529], [-1.4674, 2.8790, 0.2408], [-0.3106, 0.1989, -0.2983], [-0.3248, 0.7653, -0.0346], [0.6820, -1.1357, -1.8380], [1.4063, 1.0949, -4.6224], [-0.1384, -0.1867, -0.4577], [0.2309, -0.1850, -0.2976], [-0.0976, 0.0001, -0.5277], [-0.2388, -0.4040, -0.3713], [0.0989, -0.1579, -0.1258], [0.0051, -0.2591, 0.5358], [-0.0567, -0.0273, -0.3184], [-0.0672, -0.0733, 0.2708], [-0.4128, 0.1772, 0.1816], [-0.1371, -0.2112, 0.3395], [0.2266, -0.1895, 0.2785], [0.2323, 0.1073, 0.1951], [-0.1715, -0.3986, -0.8690], [0.2726, 0.0622, -0.4914], [0.3170, 0.0225, 0.2265], [0.0752, 0.2289, 0.1539], [-0.1090, -0.4690, 0.0630], [-0.1021, 0.2520, 0.0553], [0.2355, -0.2845, -0.3831]],
  "lowdin_spin": [1.482, 1.127, 0.121, 0.119, 0.029, 0.006, 0.421, 0.039, 0.009, 0.070, 0.244, 0.004, 0.004, 0.002, 0.013, 0.064, 0.025, 0.004, 0.001, 0.024, 0.004, 0.005, 0.014, 0.049, 0.034, 0.001, 0.012, 0.039, 0.000, 0.035]
}

---

{
  "formula": "C7H15O2PSi",
  "method": "ωB97M-V/def2-TZVPD",
  "gap_ha": 0.312,
  "de_lowest_kj_mol": 279.18,
  "total_energy_ev": -28762.089,
  "lumo_energy_ev": -0.85,
  "species": ["P", "Si", "O", "O", "C", "C", "C", "C", "C", "C", "C", "H", "H", "H", "H", "H", "H", "H", "H", "H", "H", "H", "H", "H", "H", "H"],
  "xyz": [[-2.047, 0.173, 0.181], [1.355, 0.212, 0.056], [-2.271, 0.030, 1.614], [0.022, 0.987, -0.539], [2.601, 0.515, -1.370], [-2.093, -1.309, -0.833], [0.971, -1.608, 0.381], [-2.581, -2.497, -0.360], [-2.840, 1.523, -0.768], [-3.981, 2.008, -0.255], [1.783, 1.058, 1.810], [0.007, -1.671, 0.998], [3.641, 0.480, -1.187], [2.180, 1.471, -1.609], [-2.502, 1.773, -1.759], [2.532, -0.097, -2.394], [-1.982, -1.164, -1.963], [1.780, -2.185, 0.713], [-4.438, 2.777, -0.864], [2.361, 0.434, 2.479], [2.209, 2.127, 1.992], [-4.525, 1.352, 0.483], [-2.822, -2.706, 0.690], [0.845, 1.020, 2.392], [-2.474, -3.337, -0.969], [0.605, -1.854, -0.649]],
  "atomic_forces_ev_per_a": [[2.7086, 1.5025, -2.8656], [0.3989, 0.6794, 1.0289], [-0.0423, 0.0526, 0.1300], [-3.1730, -1.6586, 1.1550], [-1.4426, -2.0815, -1.6682], [-1.4316, -1.0841, -0.6501], [-2.9995, 1.7422, -1.0004], [1.6076, 2.5377, 0.7713], [-0.5187, -0.9122, 1.3774], [0.1136, -1.8012, -0.7076], [0.0060, 0.9158, 0.0725], [1.6736, -0.1487, -0.3446], [1.0707, 0.5417, 0.5989], [0.5267, 1.0440, -0.4380], [0.6986, 0.3729, 0.1859], [-0.4727, 0.9333, 2.3620], [0.3357, -0.2037, 1.8246], [0.8808, -1.0384, 0.4725], [-0.5860, 0.0396, 0.4789], [0.7724, -0.4769, -0.2070], [-0.7850, -1.7499, -0.9247], [0.6172, 1.7048, -0.1953], [0.1137, 0.4838, -0.4109], [-0.2081, 0.3061, -0.5668], [-0.4819, -1.2292, -1.1504], [0.6169, -0.4720, 0.6717]],
  "lowdin_charge": [0.813, 0.329, -0.291, -0.400, -0.175, -0.268, -0.184, 0.007, -0.249, -0.018, -0.183, 0.034, -0.011, -0.008, 0.075, 0.076, 0.113, 0.000, 0.061, -0.011, 0.049, 0.088, 0.078, 0.005, 0.040, 0.027]
}